Computed, not measured: 2 unconnected molecules or ions with the total composition C4H8N2O, with the ωB97M-V functional and the def2-TZVPD basis.

Geometry as ORCA input:
```
! wB97M-V def2-TZVPD RIJCOSX def2/J DEFGRID3
* xyz 0 1
C 1.3790 0.0106 1.7542
N 0.9632 0.7572 0.5678
C -1.7695 -0.0708 0.2204
N -2.1926 -0.3699 1.2552
C -1.2385 0.3125 -1.1185
O -1.3333 1.4554 -1.4908
C -0.6967 -0.8293 -1.9287
H 2.0336 -0.8123 1.4506
H 0.4925 -0.4238 2.2276
H 1.9126 0.6094 2.5078
H 1.7751 1.1334 0.0864
H 0.4087 1.5619 0.8484
H -1.5334 -1.4560 -2.2609
H -0.1717 -0.4350 -2.8005
H -0.0289 -1.4433 -1.3191
*
```

## Properties
HOMO: -9.8 eV
Energy above the lowest of the compared OMol25 structures with the same formula, charge and spin: 44.69 kcal per mole
Gap between HOMO and LUMO: 10.06 eV

Computed, not measured: a molecular structure, C4H3N3O, with the ωB97M-V functional and the def2-TZVPD basis.

Geometry as ORCA input:
```
! wB97M-V def2-TZVPD RIJCOSX def2/J DEFGRID3
* xyz 0 1
C -1.7878 1.5657 0.0151
C 0.0767 0.3257 -0.4960
C 0.9193 -1.1156 0.7317
C 1.5959 -1.2937 -0.5802
H -1.3402 2.2376 1.1157
H 0.7520 -2.0592 1.4663
H 2.4926 -1.6901 -0.8041
N -0.7905 1.2083 -0.9118
N 0.1361 -0.1622 0.9035
N 1.0125 -0.3873 -1.2626
O -3.0667 1.3707 -0.1775
*
```

## Properties
HOMO: -10.3 eV
Energy above the lowest of the compared OMol25 structures with the same formula, charge and spin: 83.36 kcal per mole
Gap between HOMO and LUMO: 8.12 eV

Computed, not measured: a molecular structure, CH3BrO3P, with the ωB97M-V functional and the def2-TZVPD basis.

Geometry as ORCA input:
```
! wB97M-V def2-TZVPD RIJCOSX def2/J DEFGRID3
* xyz -1 1
C 0.0426 0.2455 0.0059
O 1.9178 1.9280 0.9824
O 2.1552 1.1762 -1.5192
O 2.3847 -0.5210 0.2394
P 1.8131 0.8943 -0.0640
Br 4.5355 -0.1495 0.3090
H -0.7354 1.0728 -0.4593
H -0.1321 -0.6627 -0.4502
H -0.0552 0.1628 1.0344
*
```

## Properties
HOMO: -4.8 eV
Energy above the lowest of the compared OMol25 structures with the same formula, charge and spin: 34.16 kcal per mole
Gap between HOMO and LUMO: 6.21 eV

Computed, not measured: 2 unconnected molecules or ions with the total composition C5H13N3O, with the ωB97M-V functional and the def2-TZVPD basis.

Geometry as ORCA input:
```
! wB97M-V def2-TZVPD RIJCOSX def2/J DEFGRID3
* xyz 0 1
C 2.6682 0.5338 0.0726
C 1.2326 0.3776 0.5099
N 0.7808 1.3541 1.4041
O 0.8582 -2.1830 0.3545
N 0.8836 -0.8939 0.8485
H 0.7782 -2.2182 -0.6257
H -0.0370 1.0421 1.9094
H 1.4686 1.9937 1.7685
H 2.8248 1.5102 -0.3887
H 3.3238 0.3914 0.9298
H 2.9319 -0.2222 -0.6629
C -2.4181 0.5449 0.1693
C -1.3310 -0.3450 -0.3806
N -0.2385 0.4223 -0.9793
C -1.6758 -1.5852 -0.8237
H -0.4870 1.3564 -1.2861
H 0.2373 -0.1134 -1.7001
H -2.0139 1.3369 0.7992
H -3.1332 -0.0457 0.7379
H -2.9933 0.9905 -0.6466
H -2.6205 -2.0391 -0.5778
H -1.0398 -2.2082 -1.4322
*
```

## Properties
HOMO: -6.7 eV
Energy above the lowest of the compared OMol25 structures with the same formula, charge and spin: 152.15 kcal per mole
Gap between HOMO and LUMO: 7.49 eV

Computed, not measured: 2 unconnected molecules or ions with the total composition C2HF3N2O, with the ωB97M-V functional and the def2-TZVPD basis.

Geometry as ORCA input:
```
! wB97M-V def2-TZVPD RIJCOSX def2/J DEFGRID3
* xyz 0 3
C 0.9671 -0.1408 -0.4133
C -0.0936 -1.1490 0.0322
N -0.8462 1.7377 -0.5368
N -1.9093 1.9949 -0.6175
O 1.1391 0.6924 0.5853
F -0.7760 -1.5787 -0.9611
F 0.7150 -2.1779 0.5397
F -0.9362 -0.7996 0.9738
H 1.7401 1.4210 0.3977
*
```

## Properties
HOMO (spin up / spin down): -8.0 / -13.3 eV
Energy above the lowest of the compared OMol25 structures with the same formula, charge and spin: 0.00 kcal per mole
Expectation value of S²: 2.004
Gap between HOMO and LUMO (spin up / spin down): 8.67 / 11.56 eV

Computed, not measured: a gas-phase ion, C3H5O2S (charge -1), with the ωB97M-V functional and the def2-TZVPD basis.

Geometry as ORCA input:
```
! wB97M-V def2-TZVPD RIJCOSX def2/J DEFGRID3
* xyz -1 1
O -1.7795 -0.0195 -2.3167
C -1.3844 0.0066 -1.0117
O -2.0774 -0.4589 -0.1312
C 0.0942 0.2818 -0.4074
C 0.4364 -0.5676 0.8054
S 1.8557 0.0985 1.7371
H 0.7519 -0.0108 -1.2807
H 0.1769 1.4172 -0.3577
H -0.5854 -0.5892 1.3171
H 0.5854 -1.5542 0.5014
H 1.9263 1.3961 1.1445
*
```

## Properties
HOMO: -3.9 eV
Energy above the lowest of the compared OMol25 structures with the same formula, charge and spin: 31.12 kcal per mole
Gap between HOMO and LUMO: 7.04 eV

Computed, not measured: a molecular structure, C26H27Br3FeN6O7, with the ωB97M-V functional and the def2-TZVPD basis.

Geometry as ORCA input:
```
! wB97M-V def2-TZVPD RIJCOSX def2/J DEFGRID3
* xyz -1 2
Fe -0.3449 -0.0968 0.9768
N -0.4262 -0.6212 2.9443
C -1.7284 -0.2277 3.5061
C -2.2072 1.0264 2.7878
O -3.1094 1.7210 3.2515
N -1.5440 1.2214 1.6513
C -1.9236 2.2701 0.7409
C -0.9467 2.2330 -0.4197
O -0.9158 3.1139 -1.2651
O -0.1800 1.1807 -0.4371
H 0.3322 -0.0360 3.2883
H -0.1910 -1.5904 3.1232
H -2.4481 -1.0178 3.2923
H -1.7000 -0.0554 4.5822
H -2.9270 2.0952 0.3325
H -1.9431 3.2554 1.2128
C 2.9466 -1.9922 1.1498
C 1.7208 -2.8018 0.8610
C 1.8929 -4.1919 0.6382
C 0.8284 -4.9919 0.3810
C -0.4636 -4.4266 0.3211
C -1.6437 -5.1537 0.0408
Br -1.5709 -7.0325 -0.2560
C -2.8529 -4.5276 -0.0250
C -2.9339 -3.1464 0.1826
Br -4.6206 -2.2999 0.0723
C -1.8233 -2.3630 0.4623
O -1.9184 -1.0872 0.6559
C -0.5601 -3.0384 0.5435
N 0.5252 -2.2495 0.8258
H 3.7457 -2.2767 0.4627
H 3.3010 -2.2102 2.1617
H 2.7617 -0.9303 1.0635
H 2.8957 -4.5970 0.6754
H 0.9548 -6.0523 0.2093
H -3.7527 -5.0859 -0.2408
C -2.3914 -0.4173 -2.6497
N -1.1106 0.0229 -3.1585
C -1.1382 1.2385 -3.9548
C 0.1655 1.3943 -4.7037
C 1.3023 1.3338 -3.7058
N 1.2211 0.1184 -2.9194
C 2.3958 -0.1740 -2.1240
C 0.0277 -0.4437 -2.5482
O -0.0315 -1.3512 -1.7187
H -3.0355 -0.7356 -3.4744
H -2.8955 0.3938 -2.1109
H -2.2406 -1.2410 -1.9597
H -1.3056 2.1029 -3.3045
H -1.9797 1.1661 -4.6503
H 0.1805 2.3445 -5.2399
H 0.2758 0.5858 -5.4321
H 1.2771 2.2099 -3.0444
H 2.2662 1.3327 -4.2228
H 3.2365 -0.4191 -2.7803
H 2.1823 -1.0197 -1.4791
H 2.6700 0.6746 -1.4941
Br -1.0500 5.0820 3.6420
C 0.5675 4.5743 2.7985
C 1.5651 5.5130 2.6008
N 2.7217 5.2111 2.0167
C 2.8997 3.9571 1.6094
C 1.9523 2.9500 1.7667
C 0.7546 3.2697 2.3828
C 2.2681 1.5512 1.2779
O 3.3445 1.3710 0.7226
O 1.4160 0.6171 1.5298
H 1.4263 6.5379 2.9253
H 3.8395 3.7184 1.1283
H -0.0068 2.5139 2.5213
*
```

## Properties
HOMO (spin up / spin down): -5.4 / -5.5 eV
Energy above the lowest of the compared OMol25 structures with the same formula, charge and spin: 0.00 kcal per mole
Expectation value of S²: 0.809
Gap between HOMO and LUMO (spin up / spin down): 7.63 / 7.64 eV

Computed, not measured: 2 unconnected molecules or ions with the total composition C6H10O, with the ωB97M-V functional and the def2-TZVPD basis.

Geometry as ORCA input:
```
! wB97M-V def2-TZVPD RIJCOSX def2/J DEFGRID3
* xyz 0 1
O -1.8908 -1.1984 -1.4602
C -0.6901 -1.0801 -1.5600
C 0.0940 1.0996 -0.7955
C 0.0774 1.6466 0.6260
C 0.9970 0.6671 1.3701
C 0.6620 -0.6458 0.6767
C 0.0966 -0.3943 -0.5072
H -1.4535 -2.8014 0.0418
H -0.1753 -1.2866 -2.5211
H -0.7541 1.4194 -1.4095
H 1.0168 1.3584 -1.3360
H -0.9454 1.5269 1.0061
H 0.3630 2.6979 0.6945
H 2.0519 0.9427 1.2201
H 0.8110 0.6390 2.4491
H 0.8662 -1.6116 1.1359
H -0.9057 -3.2496 0.2650
*
```

## Properties
HOMO: -9.5 eV
Energy above the lowest of the compared OMol25 structures with the same formula, charge and spin: 42.32 kcal per mole
Gap between HOMO and LUMO: 10.52 eV